Record 1
Density functional theory data (ωB97M-V with the def2-TZVPD basis set) for a structure of composition C5H10O.

Atoms and positions in Å:
C (1.522, -0.363, 0.813)
C (1.027, 0.341, -0.432)
C (-0.422, 1.318, -0.067)
C (-0.989, 0.150, -0.678)
C (-1.563, -1.004, 0.016)
O (-2.720, -0.564, -0.518)
H (0.831, -1.141, 1.138)
H (1.637, 0.351, 1.623)
H (2.493, -0.839, 0.647)
H (1.079, -0.387, -1.278)
H (1.654, 1.159, -0.735)
H (-0.494, 2.291, -0.591)
H (-0.447, 1.434, 1.023)
H (-0.974, 0.147, -1.753)
H (-1.183, -1.976, -0.320)
H (-1.451, -0.918, 1.114)

- HOMO energy: -8.570 eV
- Spin multiplicity: 1
- Energy: -7390.671 eV
- Net charge: 0
- HOMO-LUMO gap: 0.3460 Eh
- LUMO energy: 0.84 eV

***

Record 2
Density functional theory data (ωB97M-V with the def2-TZVPD basis set) for a cluster of 2 separate species, C5H10O in total.

Atoms and positions in Å:
C (-1.412, 0.276, -0.241)
C (-0.238, 0.702, 0.223)
C (-0.069, 1.200, 1.628)
C (0.940, 0.928, -0.678)
H (-2.262, 0.141, 0.408)
H (-1.561, 0.003, -1.272)
H (-0.974, 1.055, 2.214)
H (0.164, 2.265, 1.627)
H (0.759, 0.686, 2.116)
H (0.769, 0.499, -1.662)
H (1.130, 1.995, -0.799)
H (1.836, 0.483, -0.243)
C (0.259, -2.515, -0.829)
O (0.170, -2.092, -1.955)
H (0.606, -3.548, -0.647)
H (-0.117, -2.078, 0.108)

- HOMO energy: -9.262 eV
- Spin multiplicity: 1
- Energy: -7393.113 eV
- SMILES: C=C(C)C.C=O
- Net charge: 0
- HOMO-LUMO gap: 0.3700 Eh
- LUMO energy: 0.81 eV

***

Record 3
Density functional theory data (ωB97M-V with the def2-TZVPD basis set) for a cluster of 2 separate species, C5H10O in total.

Atoms and positions in Å:
C (0.440, 2.152, -0.749)
C (-0.021, 0.961, -1.114)
C (0.660, -0.344, -0.788)
C (-0.190, -1.185, 0.125)
C (0.124, -1.499, 1.383)
O (-1.344, -1.562, -0.496)
H (1.369, 2.255, -0.192)
H (-0.098, 3.068, -0.980)
H (-0.963, 0.883, -1.654)
H (0.838, -0.911, -1.713)
H (1.630, -0.161, -0.316)
H (1.054, -1.153, 1.817)
H (-0.538, -2.089, 2.013)
H (-1.894, -2.045, 0.135)
H (-0.586, 1.745, 2.493)
H (-0.467, 1.145, 2.069)

- HOMO energy: -8.987 eV
- Spin multiplicity: 1
- Energy: -7392.551 eV
- SMILES: C=CCC(=C)O.[H][H]
- Net charge: 0
- HOMO-LUMO gap: 0.3642 Eh
- LUMO energy: 0.92 eV

***

Record 4
Density functional theory data (ωB97M-V with the def2-TZVPD basis set) for a cluster of 2 separate species, C5H10O2 in total.

Atoms and positions in Å:
C (1.891, -2.051, -0.980)
C (0.893, -1.065, -0.652)
C (1.476, 0.136, -0.487)
C (0.632, 1.181, -0.115)
C (0.982, 2.303, 0.668)
O (0.000, 3.236, 1.021)
H (2.272, -2.571, -0.114)
H (1.689, -2.735, -1.755)
H (2.864, -1.659, -1.165)
H (-0.052, -1.382, -0.434)
H (2.428, 0.318, -1.037)
H (-0.329, 1.243, -0.686)
H (1.922, 2.817, 0.925)
H (-0.918, 2.856, 1.021)
O (-5.314, -0.858, 1.612)
H (-4.898, -0.115, 1.140)
H (-5.533, -1.654, 1.041)

- HOMO energy: -7.979 eV
- Spin multiplicity: 1
- Energy: -9438.895 eV
- SMILES: C/C=C/C=C/O.O
- Net charge: 0
- HOMO-LUMO gap: 0.3101 Eh
- LUMO energy: 0.46 eV

***

Record 5
Density functional theory data (ωB97M-V with the def2-TZVPD basis set) for an isolated molecule of C5H10O2.

Atoms and positions in Å:
C (2.335, -0.358, 0.766)
O (0.944, -0.230, 0.589)
C (0.577, -0.211, -0.781)
C (-0.893, 0.103, -0.942)
C (-1.938, -0.564, -0.076)
C (-1.680, 0.910, 0.057)
O (-1.117, 1.461, 1.201)
H (2.694, -1.334, 0.406)
H (2.541, -0.270, 1.834)
H (2.878, 0.434, 0.228)
H (1.180, 0.547, -1.307)
H (0.812, -1.191, -1.230)
H (-1.166, 0.266, -1.983)
H (-2.858, -0.914, -0.538)
H (-1.569, -1.185, 0.737)
H (-2.429, 1.585, -0.349)
H (-0.312, 0.951, 1.388)

- HOMO energy: -9.082 eV
- Spin multiplicity: 1
- Energy: -9440.495 eV
- SMILES: COC[C@H]1C[C@H]1O
- Net charge: 0
- HOMO-LUMO gap: 0.3682 Eh
- LUMO energy: 0.94 eV

***

Record 6
Density functional theory data (ωB97M-V with the def2-TZVPD basis set) for an isolated molecule of C5H10O2.

Atoms and positions in Å:
C (-2.373, -0.579, -0.353)
C (-1.168, 0.300, -0.664)
C (0.060, -0.068, 0.159)
O (0.347, -1.421, -0.117)
C (1.239, 0.849, -0.204)
C (2.598, 0.301, 0.132)
O (2.805, -0.676, 0.821)
H (-3.219, -0.324, -1.000)
H (-2.118, -1.630, -0.511)
H (-2.691, -0.460, 0.689)
H (-0.894, 0.186, -1.721)
H (-1.402, 1.361, -0.502)
H (-0.171, 0.062, 1.230)
H (1.115, -1.651, 0.428)
H (1.152, 1.815, 0.315)
H (1.237, 1.098, -1.274)
H (3.451, 0.860, -0.304)

- HOMO energy: -10.058 eV
- Spin multiplicity: 1
- Energy: -9441.826 eV
- SMILES: CC[C@@H](O)CC=O
- Net charge: 0
- HOMO-LUMO gap: 0.4041 Eh
- LUMO energy: 0.94 eV

***

Record 7
Density functional theory data (ωB97M-V with the def2-TZVPD basis set) for an isolated molecule of C5H10O2.

Atoms and positions in Å:
C (-2.005, -0.097, 0.464)
O (-1.182, -1.043, -0.190)
C (0.066, -1.264, 0.452)
C (1.202, -0.338, 0.042)
C (1.266, 1.145, 0.323)
C (1.102, 0.654, -1.085)
O (-0.112, 0.889, -1.725)
H (-1.614, 0.921, 0.371)
H (-2.109, -0.356, 1.525)
H (-2.986, -0.135, -0.012)
H (0.348, -2.289, 0.192)
H (-0.084, -1.235, 1.540)
H (2.164, -0.844, 0.110)
H (2.217, 1.562, 0.640)
H (0.398, 1.631, 0.757)
H (1.955, 0.727, -1.757)
H (-0.627, 0.072, -1.647)

- HOMO energy: -9.611 eV
- Spin multiplicity: 1
- Energy: -9440.325 eV
- SMILES: COC[C@@H]1C[C@@H]1O
- Net charge: 0
- HOMO-LUMO gap: 0.3901 Eh
- LUMO energy: 1.00 eV

***

Record 8
Density functional theory data (ωB97M-V with the def2-TZVPD basis set) for a structure of composition C5H10O2.

Atoms and positions in Å:
O (-1.123, 1.847, 1.018)
C (-1.058, 1.676, -0.388)
C (0.095, 0.765, -0.799)
C (0.006, -0.572, -0.076)
C (0.810, -1.794, -0.542)
O (1.237, -2.073, 0.799)
C (0.778, -0.785, 1.235)
H (-1.581, 1.083, 1.388)
H (-0.942, 2.675, -0.817)
H (-2.004, 1.260, -0.771)
H (1.050, 1.256, -0.568)
H (0.064, 0.620, -1.888)
H (-1.047, -0.856, 0.050)
H (1.658, -1.555, -1.201)
H (0.239, -2.623, -0.977)
H (0.205, -0.840, 2.168)
H (1.613, -0.083, 1.369)

- HOMO energy: -9.687 eV
- Spin multiplicity: 1
- Energy: -9440.647 eV
- Net charge: 0
- HOMO-LUMO gap: 0.3880 Eh
- LUMO energy: 0.87 eV

***

Record 9
Density functional theory data (ωB97M-V with the def2-TZVPD basis set) for an isolated molecule of C5H10O2.

Atoms and positions in Å:
C (-2.340, -0.562, -0.261)
C (-1.177, 0.407, -0.454)
C (0.120, -0.129, 0.131)
O (0.384, -1.417, -0.388)
C (1.313, 0.795, -0.108)
C (2.527, 0.367, 0.676)
O (2.592, -0.659, 1.317)
H (-3.273, -0.133, -0.641)
H (-2.146, -1.501, -0.786)
H (-2.485, -0.797, 0.801)
H (-1.044, 0.628, -1.521)
H (-1.386, 1.360, 0.049)
H (-0.013, -0.218, 1.220)
H (0.873, -1.846, 0.324)
H (1.074, 1.832, 0.166)
H (1.589, 0.811, -1.173)
H (3.393, 1.062, 0.650)

- HOMO energy: -9.932 eV
- Spin multiplicity: 1
- Energy: -9441.831 eV
- SMILES: CC[C@@H](O)CC=O
- Net charge: 0
- HOMO-LUMO gap: 0.4001 Eh
- LUMO energy: 0.96 eV

***

Record 10
Density functional theory data (ωB97M-V with the def2-TZVPD basis set) for an isolated molecule of C5H10O2.

Atoms and positions in Å:
C (1.660, 1.350, 0.101)
O (0.783, 0.784, -0.841)
C (0.354, -0.543, -0.732)
C (0.529, -1.414, 0.529)
O (-0.873, -1.694, 0.562)
C (-1.155, -0.704, -0.452)
C (-1.849, 0.536, 0.105)
H (1.900, 0.676, 0.932)
H (2.591, 1.610, -0.414)
H (1.196, 2.263, 0.497)
H (0.699, -1.061, -1.632)
H (0.862, -0.892, 1.435)
H (1.136, -2.319, 0.405)
H (-1.737, -1.153, -1.263)
H (-2.602, 0.931, -0.581)
H (-2.348, 0.283, 1.044)
H (-1.148, 1.348, 0.306)

- HOMO energy: -9.538 eV
- Spin multiplicity: 1
- Energy: -9440.152 eV
- SMILES: CO[C@H]1CO[C@H]1C
- Net charge: 0
- HOMO-LUMO gap: 0.3866 Eh
- LUMO energy: 0.98 eV

***

Record 11
Density functional theory data (ωB97M-V with the def2-TZVPD basis set) for a cluster of 2 separate species, C5H10O2 in total.

Atoms and positions in Å:
O (-1.518, -1.622, -0.042)
C (-0.638, -0.849, 0.705)
C (0.651, -0.421, 0.087)
C (0.660, -0.359, -1.441)
C (0.238, 1.089, -1.662)
O (-0.808, 1.268, -0.705)
C (-0.372, 0.627, 0.465)
H (-2.362, -1.623, 0.425)
H (-0.546, -1.164, 1.748)
H (1.587, -0.556, 0.621)
H (1.626, -0.629, -1.873)
H (-0.112, -1.019, -1.847)
H (-0.158, 1.321, -2.654)
H (1.080, 1.768, -1.444)
H (-0.295, 1.297, 1.316)
H (0.278, 0.150, 3.269)
H (0.687, 0.721, 3.031)

- HOMO energy: -9.052 eV
- Spin multiplicity: 1
- Energy: -9439.436 eV
- SMILES: O[C@H]1[C@H]2CCO[C@@H]12.[H][H]
- Net charge: 0
- HOMO-LUMO gap: 0.3654 Eh
- LUMO energy: 0.89 eV

***

Record 12
Density functional theory data (ωB97M-V with the def2-TZVPD basis set) for an isolated molecule of C5H10O2.

Atoms and positions in Å:
C (0.115, -2.144, 1.028)
C (0.925, -0.882, 0.649)
O (0.620, 0.163, 1.538)
C (-0.309, 0.942, 0.784)
C (0.296, 0.945, -0.608)
C (-0.659, 1.353, -1.705)
O (0.610, -0.421, -0.749)
H (-0.955, -1.878, 1.042)
H (0.292, -2.869, 0.239)
H (0.319, -2.630, 2.000)
H (1.938, -0.895, 0.316)
H (-1.295, 0.443, 0.750)
H (-0.387, 1.920, 1.249)
H (1.187, 1.609, -0.600)
H (-0.163, 1.341, -2.681)
H (-1.044, 2.360, -1.517)
H (-1.491, 0.642, -1.736)

- HOMO energy: -9.618 eV
- Spin multiplicity: 1
- Energy: -9440.948 eV
- SMILES: C[C@@H]1OC[C@H](C)O1
- Net charge: 0
- HOMO-LUMO gap: 0.3943 Eh
- LUMO energy: 1.11 eV

***

Record 13
Density functional theory data (ωB97M-V with the def2-TZVPD basis set) for an isolated molecule of C5H10O2.

Atoms and positions in Å:
C (2.189, 0.616, 0.031)
O (0.900, 0.358, -0.479)
C (0.356, -0.788, 0.120)
C (-0.250, -0.538, 1.461)
C (-1.132, -0.740, 0.238)
C (-1.835, 0.387, -0.520)
O (-1.425, 0.525, -1.864)
H (2.876, -0.194, -0.252)
H (2.177, 0.695, 1.128)
H (2.537, 1.557, -0.397)
H (0.923, -1.693, -0.105)
H (-0.232, -1.380, 2.152)
H (-0.168, 0.450, 1.904)
H (-1.705, -1.631, 0.455)
H (-2.910, 0.193, -0.580)
H (-1.687, 1.323, 0.032)
H (-0.485, 0.759, -1.845)

- HOMO energy: -9.840 eV
- Spin multiplicity: 1
- Energy: -9440.283 eV
- SMILES: CO[C@H]1C[C@H]1CO
- Net charge: 0
- HOMO-LUMO gap: 0.3975 Eh
- LUMO energy: 0.98 eV

***

Record 14
Density functional theory data (ωB97M-V with the def2-TZVPD basis set) for an isolated molecule of C5H10O2.

Atoms and positions in Å:
C (1.181, -1.867, -0.405)
C (1.240, -0.369, -0.638)
O (1.544, 0.337, 0.548)
C (0.303, 0.737, 1.092)
C (-0.527, 1.040, -0.152)
C (-2.022, 0.852, 0.006)
O (-0.023, 0.094, -1.088)
H (0.455, -2.086, 0.385)
H (0.865, -2.383, -1.317)
H (2.162, -2.244, -0.101)
H (2.012, -0.106, -1.373)
H (-0.159, -0.071, 1.682)
H (0.472, 1.600, 1.741)
H (-0.306, 2.058, -0.508)
H (-2.530, 1.009, -0.950)
H (-2.425, 1.566, 0.733)
H (-2.240, -0.166, 0.347)

- HOMO energy: -9.742 eV
- Spin multiplicity: 1
- Energy: -9441.777 eV
- SMILES: C[C@@H]1OC[C@H](C)O1
- Net charge: 0
- HOMO-LUMO gap: 0.3975 Eh
- LUMO energy: 1.07 eV

***

Record 15
Density functional theory data (ωB97M-V with the def2-TZVPD basis set) for a cluster of 2 separate species, C5H10O2 in total.

Atoms and positions in Å:
O (2.103, 0.734, 0.164)
C (1.239, -0.354, 0.023)
C (-0.070, -0.308, 0.704)
C (-0.523, 1.151, 0.818)
C (-1.651, 1.208, -0.187)
O (-1.104, 0.468, -1.285)
C (-0.194, -0.481, -0.771)
H (2.782, 0.671, -0.518)
H (1.782, -1.291, 0.203)
H (-0.385, -1.024, 1.458)
H (-0.739, 1.445, 1.841)
H (0.282, 1.782, 0.429)
H (-1.886, 2.204, -0.564)
H (-2.573, 0.760, 0.223)
H (-0.262, -1.351, -1.401)
H (0.943, -2.698, -0.650)
H (0.256, -2.914, -0.486)

- HOMO energy: -8.500 eV
- Spin multiplicity: 1
- Energy: -9438.472 eV
- SMILES: O[C@H]1[C@H]2CCO[C@@H]12.[H][H]
- Net charge: 0
- HOMO-LUMO gap: 0.3439 Eh
- LUMO energy: 0.86 eV